# 1
Here is a structure of composition C3H8OS from the Open Molecules 2025 dataset. Energies are from ωB97M-V/def2-TZVPD.

CARTESIAN COORDINATES (ANGSTROEM)
C  -0.22  -1.23  0.62
C  -0.61  0.90  -0.73
C  0.17  -0.44  -0.57
O  -0.57  1.75  0.37
S  2.37  0.11  -0.28
H  -0.28  -0.61  1.53
H  -1.30  -1.40  0.58
H  0.34  -2.24  0.63
H  -1.55  0.66  -1.06
H  0.02  1.51  -1.53
H  0.28  -0.97  -1.42
H  -0.54  1.18  1.12
H  1.89  0.77  0.75

# 2
Here is a cluster of 2 separate species, C4H6N2O in total from the Open Molecules 2025 dataset. Energies are from ωB97M-V/def2-TZVPD.

Output
SMILES: c1cn[nH]c1.C=O

CARTESIAN COORDINATES (ANGSTROEM)
C  -0.38  -0.68  0.51
C  0.41  -1.59  -0.22
N  -0.12  -1.85  -1.41
N  -1.23  -1.11  -1.44
C  -1.43  -0.39  -0.32
H  -0.20  -0.28  1.50
H  1.33  -2.08  0.06
H  -1.82  -1.15  -2.27
H  -2.29  0.26  -0.19
C  1.41  2.13  0.86
O  0.25  2.43  1.07
H  2.22  2.88  0.96
H  1.70  1.11  0.57

# 3
Here is an isolated molecule of C2H2N2O3 from the Open Molecules 2025 dataset. Energies are from ωB97M-V/def2-TZVPD.

Output
SMILES: N#C[C@@H](O)[N+](=O)[O-]

CARTESIAN COORDINATES (ANGSTROEM)
N  3.09  -0.23  0.45
C  1.96  -0.15  0.17
C  0.49  -0.02  -0.20
O  -0.45  -0.69  0.56
N  0.27  1.50  0.10
O  0.95  2.31  -0.50
O  -0.57  1.65  0.92
H  0.39  -0.12  -1.36
H  -0.92  -0.09  1.25

# 4
Here is a cluster of 2 separate species, C24H32BBrN3O7 in total from the Open Molecules 2025 dataset. Energies are from ωB97M-V/def2-TZVPD.

Output
Total charge: -1

CARTESIAN COORDINATES (ANGSTROEM)
C  2.84  1.78  1.05
C  2.66  0.46  1.89
O  1.65  0.59  2.95
B  0.45  0.31  2.26
O  -0.08  -0.99  2.39
N  -0.19  1.43  1.48
C  -1.13  1.97  2.38
N  -0.77  2.56  3.51
Br  -2.09  3.21  4.69
N  -2.57  1.92  2.13
C  -2.70  2.72  0.86
C  -1.86  2.06  -0.30
C  -2.87  1.54  -1.41
C  -2.31  1.59  -2.89
C  -0.88  0.91  0.23
C  0.14  0.53  -0.90
C  -0.26  -0.72  -1.79
C  0.89  -1.83  -1.78
O  -1.59  -1.24  -1.53
C  -1.62  -2.30  -0.57
C  -3.04  -2.21  0.10
C  -3.21  -2.23  1.56
C  -4.53  -2.10  2.21
C  -5.74  -1.95  1.39
C  -5.57  -1.93  -0.05
C  -4.26  -2.06  -0.71
H  2.79  1.52  -0.04
H  2.03  2.55  1.25
H  3.81  2.28  1.28
H  2.35  -0.39  1.22
H  3.63  0.19  2.37
H  0.56  -1.56  1.92
H  0.22  2.66  3.75
H  -2.87  0.95  1.98
H  -2.21  3.71  1.10
H  -3.77  2.91  0.62
H  -1.25  2.87  -0.77
H  -3.27  0.53  -1.12
H  -3.78  2.22  -1.40
H  -1.31  2.09  -2.99
H  -3.02  2.16  -3.55
H  -2.31  0.54  -3.28
H  -1.55  0.08  0.58
H  0.23  1.42  -1.58
H  1.19  0.34  -0.54
H  -0.28  -0.36  -2.85
H  1.80  -1.36  -2.24
H  0.61  -2.71  -2.42
H  1.15  -2.16  -0.73
H  -0.90  -2.16  0.28
H  -1.51  -3.28  -1.09
H  -2.34  -2.30  2.27
H  -4.60  -2.08  3.32
H  -6.71  -1.82  1.93
H  -6.47  -1.80  -0.69
H  -4.13  -2.02  -1.82
C  6.07  -2.09  -1.65
C  4.81  -1.63  -1.95
C  4.60  -0.15  -1.63
O  3.55  0.46  -1.90
C  5.67  0.58  -0.98
C  6.93  0.12  -0.66
C  7.19  -1.34  -1.08
O  8.27  -1.90  -0.95
O  7.85  0.75  -0.10
O  3.85  -2.28  -2.44
H  6.32  -3.13  -1.85
H  5.40  1.60  -0.73

# 5
Here is an isolated molecule of C4H6N2 from the Open Molecules 2025 dataset. Energies are from ωB97M-V/def2-TZVPD.

Output
SMILES: Cc1ccn[nH]1

CARTESIAN COORDINATES (ANGSTROEM)
C  -1.71  -0.20  -0.11
C  -0.25  -0.03  0.16
C  0.79  -0.93  0.04
C  1.93  -0.11  -0.05
N  1.65  1.18  0.12
N  0.32  1.20  0.26
H  -2.19  0.77  -0.29
H  -1.80  -0.77  -1.04
H  -2.24  -0.73  0.68
H  0.71  -2.01  0.05
H  2.93  -0.41  -0.36
H  -0.15  2.04  0.55

# 6
Here is a structure of composition CH5ClS from the Open Molecules 2025 dataset. Energies are from ωB97M-V/def2-TZVPD.

CARTESIAN COORDINATES (ANGSTROEM)
C  -1.21  -0.47  -0.15
H  1.46  0.34  1.10
H  1.15  1.69  -0.37
H  -0.69  -0.67  1.06
H  -0.97  -1.33  -1.01
H  -0.06  0.21  -0.08
S  3.35  0.04  -0.29
Cl  -3.03  0.19  -0.27

# 7
Here is an isolated molecule of C19H22BrF2N3O5 from the Open Molecules 2025 dataset. Energies are from ωB97M-V/def2-TZVPD.

Output
SMILES: CCOCc1c(CCCN)c(F)c2c(c1[C@@H](Br)CC)C(=O)N(C(=O)NC(=O)F)C2=O

CARTESIAN COORDINATES (ANGSTROEM)
C  3.46  1.20  1.76
C  2.59  1.92  0.72
O  1.29  2.04  1.26
C  0.33  2.35  0.25
C  -0.05  1.06  -0.46
C  0.17  0.89  -1.82
C  0.77  1.93  -2.75
C  0.09  3.33  -2.74
C  -1.40  3.31  -2.36
N  -2.18  2.31  -3.12
C  -0.16  -0.33  -2.40
F  0.05  -0.56  -3.69
C  -0.67  -1.36  -1.67
C  -0.91  -1.14  -0.29
C  -0.61  0.05  0.34
C  -0.88  0.25  1.81
Br  -2.87  0.26  2.03
C  -0.21  -0.79  2.74
C  -0.90  -0.79  4.13
C  -1.50  -2.46  0.22
O  -2.15  -2.68  1.19
N  -1.08  -3.44  -0.76
C  0.11  -4.13  -0.45
O  0.86  -4.47  -1.32
N  0.46  -4.41  0.92
C  -0.21  -5.55  1.44
O  -1.38  -5.67  1.62
F  0.58  -6.58  1.80
C  -1.06  -2.78  -2.06
O  -1.31  -3.25  -3.12
H  3.03  0.23  2.01
H  4.44  1.00  1.31
H  3.63  1.83  2.63
H  2.61  1.31  -0.20
H  3.00  2.92  0.49
H  0.80  3.10  -0.41
H  -0.56  2.81  0.69
H  0.75  1.53  -3.77
H  1.84  2.04  -2.52
H  0.14  3.71  -3.78
H  0.69  4.02  -2.15
H  -1.80  4.31  -2.63
H  -1.56  3.24  -1.28
H  -2.99  2.79  -3.50
H  -2.60  1.70  -2.43
H  -0.57  1.23  2.17
H  -0.22  -1.79  2.30
H  0.84  -0.52  2.89
H  -1.79  -1.42  4.15
H  -0.20  -1.17  4.89
H  -1.10  0.25  4.39
H  0.38  -3.61  1.53

# 8
Here is a structure of composition C16H20IN2PtS from the Open Molecules 2025 dataset. Energies are from ωB97M-V/def2-TZVPD.

Output
Total charge: +1

CARTESIAN COORDINATES (ANGSTROEM)
Pt  -0.46  -0.25  -0.37
C  -0.98  1.25  2.08
C  -2.29  1.74  1.47
N  -2.42  1.40  0.05
C  -3.72  0.88  -0.35
C  -3.98  -0.53  0.16
S  -2.63  -1.68  -0.26
C  -2.06  -2.25  1.37
C  -1.66  -1.12  2.30
N  -0.68  -0.16  1.71
H  -0.14  1.85  1.73
H  -1.02  1.33  3.17
H  -3.14  1.32  2.01
H  -2.35  2.82  1.63
H  -2.15  2.18  -0.53
H  -4.56  1.52  -0.03
H  -3.74  0.87  -1.44
H  -4.13  -0.55  1.24
H  -4.90  -0.91  -0.28
H  -2.83  -2.86  1.84
H  -1.21  -2.90  1.14
H  -2.55  -0.56  2.59
H  -1.25  -1.52  3.23
H  0.22  -0.40  2.10
I  -0.23  -0.38  -2.90
C  1.85  -0.32  -2.81
C  2.58  -0.42  -3.95
C  3.99  -0.36  -3.85
C  4.57  -0.19  -2.63
C  3.80  -0.07  -1.45
C  4.43  0.12  -0.20
C  3.67  0.26  0.92
C  2.26  0.18  0.84
C  1.57  -0.05  -0.32
C  2.38  -0.15  -1.51
H  2.11  -0.54  -4.92
H  4.59  -0.44  -4.75
H  5.65  -0.13  -2.54
H  5.51  0.18  -0.16
H  4.14  0.43  1.88
H  1.77  0.35  1.79

# 9
Here is an isolated molecule of C2H3NO2S2 from the Open Molecules 2025 dataset. Energies are from ωB97M-V/def2-TZVPD.

Output
2S+1: 3

CARTESIAN COORDINATES (ANGSTROEM)
C  -0.18  -0.17  0.07
C  -1.62  0.00  -0.02
N  0.56  0.71  0.54
O  2.47  1.23  -0.99
O  2.17  -1.02  0.33
S  0.43  -1.80  -0.15
S  2.24  0.60  0.32
H  -1.99  -0.42  -0.97
H  -1.91  1.03  -0.05
H  -2.17  -0.16  0.91

# 10
Here is an isolated molecule of C10H12N2OS from the Open Molecules 2025 dataset. Energies are from ωB97M-V/def2-TZVPD.

Output
SMILES: CS[C@H]1CN(c2ccccc2)NC1=O

CARTESIAN COORDINATES (ANGSTROEM)
C  3.69  2.41  -0.84
S  1.99  1.78  -1.62
C  1.27  1.54  -0.04
C  -0.25  1.27  0.27
N  -0.26  -0.18  -0.25
C  -1.47  -0.86  0.04
C  -1.43  -2.24  0.12
C  -2.61  -3.04  0.34
C  -3.79  -2.47  0.65
C  -3.97  -1.08  0.55
C  -2.77  -0.32  0.52
N  0.92  -0.76  0.37
C  1.82  0.19  0.45
O  2.86  0.38  1.08
H  4.12  2.64  -1.84
H  4.15  1.71  0.03
H  3.46  3.46  -0.33
H  1.88  2.28  0.53
H  -0.42  1.41  1.36
H  -1.11  1.98  -0.08
H  -0.53  -2.78  -0.17
H  -2.45  -4.07  0.62
H  -4.66  -3.04  0.87
H  -4.81  -0.60  1.17
H  -2.73  0.79  0.70
H  0.86  -1.18  1.28

# 11
Here is a structure of composition C19H32ClDyINP2S from the Open Molecules 2025 dataset. Energies are from ωB97M-V/def2-TZVPD.

Output
2S+1: 6
Total charge: +2

CARTESIAN COORDINATES (ANGSTROEM)
C  0.34  7.06  -1.58
I  0.46  4.83  -1.27
H  -0.64  7.38  -1.22
H  0.47  7.26  -2.64
H  1.15  7.51  -0.99
Dy  -0.24  1.87  -0.15
P  -1.69  1.35  -2.48
C  -0.67  1.21  -3.97
C  -2.76  -0.14  -2.38
H  -3.43  -0.26  -3.23
H  -3.47  2.72  -3.55
H  -3.36  -0.06  -1.46
H  -3.42  2.90  -1.77
H  0.00  0.34  -3.84
H  -2.11  -1.03  -2.30
C  -2.81  2.80  -2.68
H  -1.22  1.08  -4.90
H  -2.20  3.71  -2.78
H  -0.04  2.11  -4.06
P  0.89  1.98  2.40
C  2.71  2.02  2.41
C  0.27  3.54  3.14
H  -0.73  0.56  3.50
H  0.69  0.76  4.56
H  0.78  -0.34  3.15
C  0.37  0.61  3.52
H  -0.83  3.52  3.13
H  0.61  3.70  4.17
H  3.16  2.15  3.39
H  3.04  2.84  1.76
H  0.62  4.39  2.53
H  3.07  1.07  1.98
Cl  -2.39  1.96  0.97
N  0.01  -0.33  0.04
S  1.07  -1.54  -0.23
C  1.27  -2.44  1.34
C  0.24  -3.11  2.01
C  0.50  -3.73  3.23
C  1.79  -3.73  3.78
C  2.82  -3.07  3.10
C  2.57  -2.43  1.89
C  0.24  -2.81  -1.21
C  1.03  -3.39  -2.23
C  0.50  -4.38  -3.04
C  -0.83  -4.81  -2.88
C  -1.61  -4.23  -1.88
C  -1.09  -3.23  -1.04
H  -0.81  -0.73  0.54
H  -0.76  -3.16  1.59
H  -0.31  -4.24  3.77
H  1.98  -4.23  4.72
H  3.82  -3.06  3.53
H  3.38  -1.92  1.36
H  2.06  -3.05  -2.38
H  1.10  -4.84  -3.82
H  -1.24  -5.59  -3.51
H  -2.64  -4.55  -1.75
H  -1.73  -2.78  -0.29

# 12
Here is a structure of composition C13H8Br3LaO3P from the Open Molecules 2025 dataset. Energies are from ωB97M-V/def2-TZVPD.

Output
Total charge: +3

CARTESIAN COORDINATES (ANGSTROEM)
C  0.30  1.63  2.80
C  -1.36  1.52  2.94
Br  -2.13  1.91  4.74
C  -2.18  1.16  1.71
Br  -4.17  0.99  1.80
C  -1.26  0.90  0.34
C  -1.08  2.16  -0.70
C  -0.11  1.87  -2.03
C  0.61  0.38  -2.24
P  1.78  0.04  -3.75
O  3.35  0.63  -3.18
Br  1.01  1.31  -5.49
C  0.33  -0.84  -1.17
C  -0.63  -0.60  0.17
C  -0.87  -1.87  1.21
O  -1.05  -1.74  2.55
C  -0.89  -3.38  0.49
C  0.00  -3.59  -0.73
C  0.99  -2.37  -1.29
O  2.22  -2.62  -1.76
H  0.76  0.66  2.26
H  0.57  2.53  2.07
H  0.84  1.70  3.84
H  -1.61  3.21  -0.50
H  0.05  2.77  -2.76
H  3.62  0.11  -2.34
H  -1.59  -4.21  0.92
H  0.00  -4.65  -1.23
La  2.48  0.41  1.34

Number 1: electronic energy -16121.3494 eV. Number 2: electronic energy -9271.4504 eV. Number 3: electronic energy -11224.7222 eV. Number 4: electronic energy -114925.1602 eV. Number 5: electronic energy -7224.8573 eV. Number 6: electronic energy -24464.3294 eV. Number 7: electronic energy -110244.3334 eV. Number 8: electronic energy -42073.9772 eV. Number 9: electronic energy -29373.4298 eV. Number 10: electronic energy -26423.0876 eV. Number 11: electronic energy -95818.7000 eV. Number 12: electronic energy -239980.4958 eV.